(1)
# C51H62FN4O3P3Pd

C51H62FN4O3P3Pd as an isolated structure at a distorted geometry (ωB97M-V with the def2-TZVPD basis set, the Open Molecules 2025 dataset).

Results
- lowest unoccupied orbital energy (alpha / beta) (eV) = -4.29 / -7.28
- total charge = +2
- relative energy (zero: lowest compared OMol25 entry of this formula, charge and spin) (kJ/mol) = 260.88
- highest occupied orbital energy (alpha / beta) (eV) = -13.1 / -13.3
- spin multiplicity = 5

Each line ends with the Löwdin charge.
Cartesian coordinates (Å):
H1 2.6057 3.3388 -3.5671  0.130
H2 -2.3565 -2.4161 -2.0308  0.116
C1 3.0016 0.7984 -2.4812  -0.171
C2 2.3655 2.4788 -4.2023  -0.219
H3 -2.0590 -3.4967 -4.7687  0.090
H4 5.2394 -3.7138 -2.2766  0.140
C3 -1.0412 4.1395 -0.1687  -0.332
H5 -5.9922 2.5209 3.9748  0.115
C4 -1.5252 0.9120 4.2263  -0.304
C5 1.9125 -2.2301 3.7772  -0.084
H6 2.3435 -2.0850 0.9263  0.091
H7 3.0551 1.5711 -1.7014  0.122
C6 3.2876 -2.9261 -2.1434  -0.160
C7 -3.0775 2.7554 1.4638  -0.291
C8 0.6623 1.3575 -2.7236  -0.163
H8 2.9558 1.4421 4.3339  0.120
Pd1 -0.5178 0.6839 1.1451  0.729
H9 3.4155 -2.3023 -3.0599  0.118
H10 0.7236 3.2914 0.5749  0.039
C9 -2.7633 2.0728 -1.3306  -0.354
C10 -1.5914 -1.1136 5.4700  -0.059
C11 -3.9411 2.0760 3.6342  0.027
H11 -1.2386 7.4958 -1.0033  0.107
H12 -0.2118 -5.9930 1.1755  0.134
H13 0.7806 1.9046 -1.7912  0.097
C12 4.6829 -3.3889 -0.0484  -0.169
N1 0.3283 -2.0197 -2.7867  -0.192
C13 -1.6661 5.3936 -0.5869  -0.037
H14 -4.5289 3.5325 0.0183  0.134
O1 3.8422 3.3681 1.3867  -0.067
C14 -2.5115 2.6429 -2.5966  -0.098
H15 3.3682 -4.5272 1.1933  0.129
C15 -1.6312 -0.3953 6.6316  -0.042
H16 -2.9178 2.7931 -4.6480  0.129
C16 0.4797 6.4862 -0.3630  -0.045
H17 -1.6108 -0.6335 -4.0111  0.083
C17 -0.8882 6.5471 -0.6537  -0.060
H18 0.6803 -0.8100 -4.4888  0.088
H19 -1.3874 1.6055 7.4593  0.126
H20 -1.6310 -2.2101 5.5206  0.127
H21 -3.9257 0.5567 -0.3250  0.117
H22 -0.3672 0.9659 -2.8441  0.101
H23 0.7505 0.9434 3.2889  0.078
F1 1.5657 1.3009 0.5832  -0.480
H24 3.0788 3.1365 0.7862  0.020
N2 2.3077 -2.1981 -1.1706  -0.175
C18 -3.0209 -4.1776 1.1729  -0.066
C19 -2.1302 -5.2079 0.9173  -0.059
C20 -0.3819 -3.2907 -2.3542  -0.121
C21 -1.3376 -2.8857 2.1990  -0.336
C22 3.4948 -0.5625 4.5708  -0.045
H25 -0.3086 -3.3631 -1.2748  0.088
C23 -1.4597 -0.5014 4.1978  -0.246
C24 2.6286 0.4324 4.1480  -0.044
C25 -1.5246 1.6493 5.3947  -0.022
H26 1.6129 -3.2658 3.8245  0.103
C26 0.1435 -1.7322 -4.2457  -0.133
C27 3.2852 1.3602 -3.9057  -0.157
H27 0.5608 -2.5710 -4.8514  0.140
H28 -2.4256 -4.0540 -2.4875  0.099
C28 -4.2629 0.5652 -2.4652  -0.079
H29 -1.7782 3.4301 -2.6576  0.094
H30 0.6227 -3.8177 2.1940  0.069
C29 -1.3857 -1.5592 -4.5158  -0.180
H31 -6.3539 3.5114 1.6386  0.129
P1 -0.6456 -1.2515 2.7370  1.096
H32 -5.0079 -0.1902 -2.4407  0.105
C30 1.0083 -1.2334 3.4400  -0.355
C31 4.7101 -2.9782 -1.5856  -0.154
H33 4.8231 -2.4857 0.5985  0.105
H34 -3.2580 -2.1845 1.9402  0.100
C32 1.4093 0.1131 3.5636  -0.130
H35 0.3167 2.8859 -4.1813  0.100
P2 1.2328 -1.1625 -1.7424  0.712
P3 -1.8456 2.5547 0.1833  1.072
C33 2.2213 -2.8638 0.1473  -0.186
H36 4.4551 -0.3596 5.0078  0.119
C34 -5.2023 2.5864 3.2539  -0.033
H37 1.2593 -3.3133 0.3231  0.056
C35 -5.3804 3.1263 2.0026  -0.065
C36 -0.4358 -3.9331 2.0035  -0.116
C37 1.0059 5.3441 0.2481  -0.060
C38 3.1192 -1.8661 4.3361  -0.067
H38 4.3162 1.6657 -4.0746  0.125
C39 -2.8906 2.1316 2.7012  -0.237
H39 -1.5323 -1.4232 -5.5753  0.118
H40 5.1905 -2.0284 -1.7785  0.093
C40 -2.2457 -2.7143 -4.1354  -0.181
H41 3.1042 -4.8211 -0.4500  0.113
H42 -2.4297 -6.1069 0.4121  0.113
C41 -3.1284 2.1787 -3.7533  -0.066
C42 -1.8820 -3.1662 -2.7098  -0.156
H43 -4.0533 -4.1665 0.8053  0.124
H44 0.6409 1.3685 -4.8458  0.131
H45 3.1237 0.5264 -4.5777  0.114
H46 -3.3028 -2.4184 -4.1246  0.126
H47 -1.6886 -0.9436 7.5922  0.133
H48 -3.8785 1.6184 4.6274  0.126
H49 4.3959 3.9764 0.9105  0.027
C43 -3.9627 1.0799 -3.6944  -0.081
C44 -4.3536 3.1533 1.0559  -0.070
H50 -1.4469 2.6644 5.2835  0.119
C45 -3.6763 1.0237 -1.2923  -0.094
H51 2.8918 -3.9541 -2.3959  0.131
H52 0.1969 -4.0332 -2.8580  0.116
H53 3.8153 -2.6715 4.5691  0.121
H54 1.0943 7.4167 -0.4145  0.129
H55 -2.5941 5.3447 -1.0765  0.086
H56 5.5056 -4.0804 0.2361  0.121
C46 -1.5241 1.0023 6.5753  -0.030
H57 -4.5620 0.8821 -4.5776  0.124
C47 0.2652 4.1927 0.2470  -0.147
C48 -2.6275 -3.0177 1.7803  -0.109
N3 0.3102 -0.6248 -0.3099  0.052
H58 3.0110 0.1192 1.2213  -0.010
C49 0.9566 2.0632 -4.0277  -0.184
H59 3.7154 0.0597 -2.2146  0.092
C50 -0.8213 -5.0817 1.3546  -0.072
H60 2.5179 2.9006 -5.1821  0.122
O2 3.9110 -0.2380 1.1321  -0.057
H61 4.5030 0.4809 0.9502  0.032
O3 -1.6298 1.6243 3.0157  -0.146
H62 1.9662 5.3473 0.7266  0.098
N4 1.6607 0.2452 -2.4787  -0.196
C51 3.3225 -3.9765 0.2183  -0.185

***

(2)
# C37H100N8O9

A 8-piece molecular cluster, C37H100N8O9 overall at a distorted geometry (ωB97M-V with the def2-TZVPD basis set, the Open Molecules 2025 dataset).

Results
- lowest unoccupied orbital energy (eV) = -9.24
- total charge = +6
- relative energy (zero: lowest compared OMol25 entry of this formula, charge and spin) (kJ/mol) = 0.00
- highest occupied orbital energy (eV) = -15.1
- spin multiplicity = 1

Each line ends with the Löwdin charge.
Cartesian coordinates (Å):
C1 1.4495 -5.8365 -1.5942  -0.051
O1 -1.5243 10.7089 2.4356  -0.045
H1 1.1486 -2.6517 -4.5281  0.104
H2 10.1909 0.7175 -0.8474  0.101
H3 9.8042 6.2506 13.4552  0.177
N1 10.4131 -1.2091 -0.0621  -0.350
C2 4.5764 12.7780 9.3477  -0.222
H4 12.7922 7.0450 11.4696  0.102
C3 8.9236 6.2749 -4.4688  0.049
H5 -4.4292 6.7434 2.0214  0.109
C4 2.3213 -1.3903 -2.3624  -0.109
H6 8.8559 6.2655 -3.3809  0.105
H7 1.0591 -3.1518 -0.6940  0.119
H8 -2.9122 5.7445 1.8206  0.105
H9 11.0104 4.6913 10.3519  0.140
C5 3.9279 -0.3881 7.5160  -0.056
C6 -1.1451 7.8661 1.6605  0.007
H10 6.6237 7.9387 -3.6399  0.114
H11 9.4144 4.3062 8.3423  0.082
H12 5.2184 8.7546 8.8359  0.098
H13 0.9895 0.7967 -0.8387  0.117
C7 8.9390 10.2955 -4.4023  -0.215
C8 -3.2255 9.2010 1.8656  -0.105
H14 4.3131 8.6592 7.2820  0.104
C9 8.6850 -3.1625 -0.5132  -0.193
H15 -1.2063 7.9951 0.5799  0.119
H16 3.4303 8.9770 8.8408  0.109
O2 7.6540 10.5646 -3.9387  -0.056
H17 7.2006 11.1011 -4.5931  0.107
H18 10.8782 -3.1987 0.2524  0.132
H19 -0.8263 -1.2038 -1.1854  0.134
H20 3.0231 -2.1944 -2.5838  0.124
H21 8.7541 6.1344 12.2230  0.165
H22 -0.5234 8.4807 2.3115  0.104
N2 8.4196 7.7183 -4.9930  -0.318
H23 6.5458 6.8372 -5.0362  0.100
H24 2.6238 0.5141 6.0859  0.128
H25 3.6110 13.1127 8.9681  0.122
H26 8.7372 -0.2261 -1.1834  0.108
C10 3.8216 11.1346 6.9166  0.034
C11 8.6293 7.7862 -6.4829  0.027
C12 -3.4030 6.7037 1.6562  0.052
H27 -2.8712 10.2957 3.6972  0.118
H28 9.0689 10.6236 -5.4335  0.118
H29 -0.2937 -3.5490 -1.7265  0.142
H30 8.6683 -0.9875 1.2193  0.104
H31 7.9289 -2.4598 -0.1631  0.104
N3 9.7202 5.9940 12.4819  0.226
N4 4.8202 10.5749 7.9857  -0.309
C13 9.7422 -0.8034 1.1886  -0.022
H32 5.7578 1.8813 8.4540  0.093
H33 2.6938 -1.6089 -0.2714  0.107
H34 8.3764 5.5060 7.8954  0.093
H35 8.8586 8.7711 -6.8897  0.112
H36 11.4610 6.1030 9.4134  0.140
H37 6.4539 0.8482 9.6593  0.101
C14 -2.8726 10.4461 2.6176  -0.247
H38 -3.6074 11.1998 2.3347  0.147
H39 6.3758 9.9472 6.6303  0.108
H40 6.4985 11.6337 7.3308  0.104
H41 8.3120 5.5287 -4.9761  0.100
H42 7.4250 -0.3633 7.7470  0.113
C15 10.6723 6.6068 11.4930  -0.273
C16 0.0639 -0.8533 -1.7078  -0.074
C17 6.2913 10.5794 7.5142  0.038
C18 4.6742 11.2450 9.3253  -0.109
O3 5.6191 13.5438 8.7492  -0.043
H43 4.8090 -2.3240 8.8295  0.097
C19 0.7842 -3.3865 -1.7223  -0.092
H44 12.5122 5.7854 12.5553  0.101
H45 3.9139 10.6601 5.9396  0.106
H46 2.3712 -6.3752 -1.3743  0.081
H47 4.8960 -1.2599 10.2244  0.109
H48 10.6523 -2.7539 -1.4040  0.131
H49 1.7325 -4.4034 -3.2115  0.103
H50 7.6504 7.4764 -6.8486  0.105
C20 9.2808 8.7554 -4.2360  -0.063
N5 5.3127 -0.2865 8.2369  -0.307
H51 6.2650 -1.4451 6.8329  0.111
H52 5.5133 10.8768 9.9155  0.140
H53 9.9352 6.1097 -4.8395  0.100
H54 0.7219 -0.3648 0.3312  0.119
H55 3.0836 -0.3275 8.2028  0.143
H56 12.4351 -1.2934 -0.9182  0.118
N6 0.9023 -1.9739 -2.4732  -0.208
C21 10.1736 -2.7167 -0.4254  -0.046
H57 9.9478 0.2588 1.3217  0.110
H58 2.8304 -4.0912 -1.8010  0.105
H59 10.2399 7.6068 11.4609  0.158
H60 9.5829 11.0117 -3.8918  0.133
H61 3.7555 10.8179 9.7274  0.131
C22 -2.4841 7.7425 3.7790  0.027
C23 4.3528 9.1070 8.2750  0.025
H62 3.9604 12.2052 6.7660  0.103
H63 -4.2746 9.0728 2.1322  0.141
N7 -2.5311 7.8942 2.2525  -0.321
H64 4.1216 2.4547 5.8542  0.110
N8 5.8650 4.9925 2.1787  -0.739
H65 -1.9078 8.5231 4.2755  0.101
C24 1.8402 -4.4095 -2.1269  -0.216
H66 4.0322 -1.4310 7.2164  0.119
H67 9.4405 7.0888 -6.6921  0.107
C25 6.4677 -0.4518 7.2332  0.034
H68 -0.7164 6.8712 1.7816  0.101
C26 9.3512 5.3941 8.3699  -0.131
H69 3.2819 -0.1044 -0.8715  0.125
C27 1.0364 -0.2846 -0.7094  -0.165
H70 6.5719 8.6744 -5.2237  0.103
C28 11.9620 -1.0452 0.0320  0.050
H71 -0.5762 -2.4900 -4.0553  0.116
H72 11.9650 7.4192 12.9856  0.097
H73 -3.5097 7.8626 4.1281  0.116
H74 10.3219 8.6338 -4.5351  0.137
H75 6.2403 0.3267 6.5050  0.097
H76 10.2825 -1.2384 2.0294  0.112
H77 12.0936 0.0318 0.1363  0.104
H78 2.7738 11.0349 7.1998  0.110
H79 9.8977 4.9998 12.4981  0.169
H80 4.5441 13.0831 10.3936  0.135
C29 5.3784 -1.5109 9.2797  0.057
H81 10.1921 -0.5524 -2.1375  0.114
H82 -3.1225 9.2965 0.7846  0.148
H83 12.3097 -1.5989 0.9041  0.114
C30 5.5639 0.9863 9.0452  -0.011
H84 -3.5092 6.9319 0.5956  0.105
O4 6.2127 3.8694 2.5147  -0.107
O5 4.8517 5.5204 2.6835  -0.123
H85 0.7621 -6.3379 -2.2756  0.091
H86 6.4164 -1.8147 9.4155  0.106
H87 4.7240 1.2388 9.6924  0.111
H88 2.3007 -0.5381 -3.0417  0.142
C31 0.4290 -2.0854 -3.9368  0.032
H89 -1.2095 11.3661 3.0606  0.110
O6 9.4226 5.8680 9.6812  -0.197
H90 -2.0960 6.7314 3.9018  0.108
H91 0.9714 -5.6988 -0.6244  0.073
O7 8.4600 -3.5107 -1.8977  -0.054
H92 8.3470 -4.4634 -1.9336  0.099
C32 12.0413 6.6926 12.1768  -0.032
O8 3.9666 1.9125 6.6311  -0.054
C33 3.6901 0.5724 6.3046  -0.221
H93 10.1359 5.5987 7.6416  0.100
C34 9.8261 -0.2634 -1.1523  0.036
H94 7.0543 10.2347 8.2121  0.107
H95 -0.3088 -0.0930 -2.3941  0.129
H96 8.4815 -4.0105 0.1407  0.127
C35 10.7719 5.7402 10.1761  -0.119
H97 9.1733 8.4462 -3.1963  0.126
C36 6.9201 7.7967 -4.6792  0.011
O9 6.4294 5.5800 1.3332  -0.028
H98 4.2731 0.2469 5.4431  0.118
H99 0.3933 -1.0736 -4.3407  0.100
C37 2.4615 -0.8138 -0.9799  -0.146
H100 5.3298 14.4487 8.8875  0.107

***

(3)
# C4H7NO

C4H7NO as an isolated structure (ωB97M-V with the def2-TZVPD basis set, the Open Molecules 2025 dataset).

Results
- lowest unoccupied orbital energy (eV) = 0.92
- relative energy (zero: lowest compared OMol25 entry of this formula, charge and spin) (kJ/mol) = 354.48
- highest occupied orbital energy (eV) = -9.4
- spin multiplicity = 1

Each line ends with the Löwdin charge.
Cartesian coordinates (Å):
H1 -0.1513 -1.0729 -1.7186  0.111
N1 -0.9316 1.7525 1.4072  0.139
H2 2.1230 0.0370 -0.8159  0.117
C1 -0.7381 0.6376 0.9929  -0.304
H3 0.7655 1.1392 -1.1678  0.124
H4 -1.9920 -0.3930 -0.3389  0.122
C2 0.1395 -0.8998 -0.6780  -0.152
H5 -1.2865 -1.4169 0.9200  0.119
C3 -1.0790 -0.5971 0.2277  -0.116
O1 1.0190 0.6354 0.8340  -0.176
H6 0.6410 -1.8009 -0.3131  0.111
H7 0.3926 1.6790 1.1876  0.149
C4 1.0978 0.2998 -0.5369  -0.246